{"formula": "C48H82BClFN6O10PS", "method": "the ωB97M-V functional and the def2-TZVPD basis", "homo_energy_ha": [-0.304, -0.333], "spin_multiplicity": 5, "charge": 0, "s2": 6.016, "e_tot_ha": -4283.347691, "species": ["C", "O", "C", "C", "C", "C", "B", "O", "O", "C", "N", "C", "S", "C", "P", "O", "Cl", "C", "C", "C", "O", "N", "F", "C", "O", "H", "H", "H", "H", "H", "H", "H", "H", "H", "H", "C", "C", "C", "C", "C", "C", "N", "O", "C", "C", "C", "H", "H", "H", "H", "H", "H", "H", "H", "H", "H", "H", "H", "H", "H", "H", "H", "H", "H", "C", "C", "C", "C", "C", "C", "N", "O", "C", "C", "C", "H", "H", "H", "H", "H", "H", "H", "H", "H", "H", "H", "H", "H", "H", "H", "H", "H", "H", "C", "C", "C", "C", "C", "C", "N", "O", "C", "C", "C", "H", "H", "H", "H", "H", "H", "H", "H", "H", "H", "H", "H", "H", "H", "H", "H", "H", "H", "C", "C", "C", "C", "C", "C", "N", "O", "C", "C", "C", "H", "H", "H", "H", "H", "H", "H", "H", "H", "H", "H", "H", "H", "H", "H", "H", "H", "H"], "positions_angstrom": [[1.53401, -0.72348, 2.34629], [0.53030, -0.57894, 1.34695], [0.78196, -1.35618, 0.21268], [0.62413, -2.86812, 0.41689], [-0.60002, -3.53923, 0.60105], [-1.96173, -2.82293, 0.60552], [-2.31351, -2.06110, 1.98992], [-2.27937, -0.69943, 1.97818], [-2.67812, -2.68773, 3.16765], [-0.55488, -4.92633, 0.75266], [-1.82067, -5.61626, 0.91779], [-2.05794, -6.34376, -0.04359], [-2.31669, -7.60891, -0.93214], [0.62969, -5.67575, 0.74920], [0.69480, -7.52723, 1.00284], [1.98622, -7.75602, 1.99013], [-0.88415, -8.05328, 2.28425], [1.79082, -4.98402, 0.53251], [1.78086, -3.59876, 0.38243], [3.20629, -3.12145, 0.20637], [3.68493, -2.02050, 0.08248], [3.95733, -4.29447, 0.20871], [5.23596, -4.24723, 0.65379], [3.21923, -5.46940, 0.40610], [3.71108, -6.56652, 0.40198], [1.35047, 0.05602, 3.08608], [2.53238, -0.56627, 1.92772], [1.43098, -1.70793, 2.81970], [0.14615, -1.06836, -0.63191], [1.80721, -1.15790, -0.10806], [-2.78267, -3.51545, 0.39679], [-1.97363, -2.10515, -0.22086], [-2.03041, -0.35317, 2.84332], [-3.30233, -3.38467, 2.92685], [2.07242, -6.93914, 2.50473], [-1.97403, 6.25550, 1.49780], [-1.31007, 5.16463, 2.36195], [0.20791, 5.36295, 2.34183], [0.83677, 4.97435, 1.00532], [0.45788, 3.54314, 0.63214], [-1.05098, 3.28079, 0.65891], [-1.70519, 3.80233, 1.89706], [-1.47827, 2.96249, 2.86433], [-1.71075, 3.90298, -0.58797], [-1.28001, 1.78024, 0.49163], [-1.83731, 5.43905, 3.77098], [-1.84770, 7.23185, 1.96739], [-1.54528, 6.35643, 0.50432], [-3.04527, 6.07578, 1.39432], [0.67038, 4.76548, 3.13440], [0.44597, 6.40516, 2.56775], [0.53096, 5.66936, 0.21792], [1.92390, 5.05722, 1.07584], [0.85206, 3.30786, -0.35961], [0.95909, 2.86260, 1.32900], [-2.79884, 3.88473, -0.50841], [-1.44290, 3.33775, -1.48176], [-1.39630, 4.92554, -0.78991], [-0.78831, 1.17192, 1.23792], [-0.89786, 1.44655, -0.47507], [-2.34514, 1.54521, 0.52289], [-2.91694, 5.28713, 3.82140], [-1.63088, 6.47218, 4.05098], [-1.36727, 4.80810, 4.52375], [1.91148, 4.07913, -6.46573], [1.26713, 3.58422, -5.15509], [2.30347, 2.79478, -4.35250], [2.60323, 1.42650, -4.95896], [1.31450, 0.62848, -5.13968], [0.22955, 1.37947, -5.91855], [0.03923, 2.78016, -5.43426], [-0.67173, 2.74110, -4.34830], [0.57145, 1.38521, -7.42300], [-1.06903, 0.57545, -5.83405], [0.92133, 4.87135, -4.40468], [2.67452, 4.82681, -6.24722], [2.42270, 3.30342, -7.02985], [1.16963, 4.54590, -7.11556], [1.94826, 2.65339, -3.32589], [3.22818, 3.37143, -4.27793], [3.12523, 1.53261, -5.91390], [3.28260, 0.87779, -4.30308], [1.53784, -0.31528, -5.64250], [0.93379, 0.36334, -4.14730], [-0.08754, 2.06079, -7.97018], [0.43988, 0.38912, -7.84666], [1.60244, 1.65722, -7.63804], [-1.38000, 0.39506, -4.80601], [-0.93168, -0.40096, -6.29849], [-1.88245, 1.08308, -6.35532], [0.16835, 5.44875, -4.94381], [1.81085, 5.49302, -4.30298], [0.55146, 4.68224, -3.39748], [7.91170, -0.85041, 2.42967], [6.68308, -0.01644, 2.01319], [6.94169, 0.60517, 0.63986], [7.95396, 1.74742, 0.69048], [7.52058, 2.80243, 1.70643], [7.22546, 2.23126, 3.09736], [6.36238, 1.01373, 3.04631], [5.13152, 1.39557, 2.87165], [8.54773, 1.90853, 3.82390], [6.59217, 3.33353, 3.94833], [5.56059, -1.04592, 1.89663], [8.00869, -1.72070, 1.77978], [8.85794, -0.32172, 2.34511], [7.81020, -1.21354, 3.45364], [6.00337, 0.98570, 0.22274], [7.29232, -0.16382, -0.05199], [8.95120, 1.36982, 0.93267], [8.03649, 2.20559, -0.29764], [8.29175, 3.57239, 1.78381], [6.62654, 3.30340, 1.32041], [8.36270, 1.33975, 4.73625], [9.05752, 2.82841, 4.11224], [9.26210, 1.36096, 3.21320], [5.69046, 3.74228, 3.49482], [7.29131, 4.16180, 4.06297], [6.34024, 2.96721, 4.94508], [5.34069, -1.49387, 2.86998], [5.85070, -1.84360, 1.22084], [4.64820, -0.61952, 1.50274], [-7.79864, -3.75334, -1.59513], [-6.98060, -4.09748, -0.33316], [-7.59622, -5.33358, 0.32545], [-8.92349, -5.02583, 1.01836], [-8.74296, -3.88465, 2.02095], [-8.09802, -2.62986, 1.42071], [-6.89901, -2.94694, 0.59625], [-5.89014, -3.17508, 1.38902], [-9.12908, -1.86097, 0.56921], [-7.76241, -1.66626, 2.56050], [-5.59243, -4.41979, -0.85990], [-7.66339, -4.52840, -2.35007], [-8.87117, -3.69938, -1.42719], [-7.46982, -2.80836, -2.03072], [-6.90351, -5.74681, 1.06622], [-7.74221, -6.11531, -0.42314], [-9.69633, -4.77810, 0.28598], [-9.27825, -5.91665, 1.54066], [-9.70940, -3.62359, 2.45751], [-8.12454, -4.25323, 2.84592], [-8.64694, -1.07048, -0.00759], [-9.87343, -1.38777, 1.20980], [-9.69374, -2.49297, -0.11327], [-7.11536, -2.11864, 3.31065], [-8.67590, -1.36483, 3.07226], [-7.27534, -0.76461, 2.18521], [-5.13480, -3.53856, -1.31484], [-5.64320, -5.19789, -1.62208], [-4.92433, -4.78987, -0.08314]], "forces_ev_per_angstrom": [[-0.333, 0.142, -0.101], [-0.169, -0.050, 0.173], [0.153, -0.366, -0.538], [-0.083, 1.126, -0.047], [-0.705, 0.225, 0.093], [0.266, 0.018, 0.128], [-0.048, 0.501, -0.224], [0.671, -0.364, -0.014], [-0.152, -0.202, -0.689], [-0.495, 0.278, 0.463], [0.605, 0.360, -1.898], [-0.534, -1.349, 1.303], [-0.128, 0.901, -0.252], [-0.519, -0.896, 1.053], [0.329, -1.394, -0.772], [-1.203, 1.087, -0.075], [0.472, 0.433, 0.177], [1.088, 0.248, -0.139], [0.764, -0.494, -0.179], [-0.011, 0.704, 0.100], [-0.419, -0.920, -0.125], [-0.268, 0.118, 0.011], [0.111, -0.072, -0.354], [0.197, -0.791, 0.058], [-0.352, 0.752, 0.012], [-0.044, -0.100, -0.004], [-0.051, -0.177, 0.078], [0.311, 0.065, 0.056], [-0.315, 0.305, 0.442], [-0.191, -0.143, -0.098], [0.307, -0.164, -0.006], [0.081, 0.148, 0.226], [-0.492, 0.309, 0.059], [0.243, -0.355, 0.376], [0.449, -0.343, 0.433], [0.019, 0.031, -0.350], [-0.704, 1.839, -0.212], [0.387, -0.366, -0.204], [-0.032, -0.034, 0.003], [0.322, 0.313, 0.487], [-0.473, -0.092, -2.095], [2.202, -0.925, 1.257], [-0.797, -0.074, 0.028], [0.053, 0.384, -0.153], [-0.321, -0.129, 0.528], [0.005, -0.539, 0.336], [0.019, -0.087, 0.151], [-0.046, -0.106, -0.016], [0.020, -0.062, -0.012], [-0.135, -0.093, 0.002], [-0.198, 0.030, 0.046], [-0.040, 0.000, 0.023], [-0.010, 0.004, -0.008], [-0.191, -0.085, -0.052], [-0.136, -0.039, 0.050], [0.011, 0.021, 0.082], [0.055, -0.107, 0.093], [-0.065, 0.022, 0.077], [-0.035, 0.181, 0.120], [0.039, 0.250, -0.073], [-0.004, 0.024, 0.010], [0.015, -0.041, -0.020], [0.035, 0.042, -0.192], [-0.052, -0.122, -0.099], [0.085, -0.205, -0.270], [1.107, 1.350, -1.013], [-0.041, -0.548, 0.163], [-0.051, 0.015, -0.013], [0.325, 0.223, 0.448], [0.035, -0.890, -1.838], [0.383, -1.030, 2.382], [-0.583, 0.398, -0.339], [0.314, 0.112, -0.138], [-0.363, 0.256, 0.499], [-0.499, -0.117, 0.394], [-0.084, 0.028, 0.147], [-0.097, -0.038, -0.013], [-0.034, -0.049, 0.018], [-0.145, 0.033, -0.051], [-0.099, 0.158, -0.080], [-0.027, 0.033, -0.004], [-0.002, -0.004, -0.019], [-0.160, 0.031, -0.118], [-0.118, 0.103, -0.023], [0.016, 0.048, 0.053], [-0.081, -0.036, 0.142], [-0.035, 0.094, 0.027], [-0.010, 0.171, 0.006], [0.177, 0.070, -0.085], [0.017, 0.033, 0.029], [-0.021, -0.042, 0.005], [0.089, -0.111, -0.141], [-0.110, -0.094, -0.078], [0.326, 0.150, 0.096], [1.087, -1.756, 0.032], [0.014, 0.585, -0.132], [-0.039, -0.006, 0.061], [-0.186, -0.235, -0.525], [1.624, 0.561, 1.085], [-1.307, 1.290, -1.912], [-0.132, -0.339, 0.708], [0.266, -0.204, -0.134], [-0.659, -0.075, -0.034], [-0.292, 0.461, 0.455], [-0.175, 0.017, -0.031], [-0.037, 0.052, 0.081], [-0.021, 0.058, 0.009], [-0.066, -0.012, 0.145], [-0.049, -0.142, 0.143], [-0.022, -0.023, 0.024], [0.019, 0.004, 0.016], [-0.019, -0.009, 0.200], [-0.084, -0.073, 0.115], [-0.042, -0.042, -0.044], [-0.146, 0.077, -0.034], [-0.069, -0.079, 0.017], [-0.056, -0.159, 0.018], [0.151, -0.123, -0.071], [-0.019, -0.032, -0.029], [0.018, 0.058, 0.019], [0.222, 0.073, -0.042], [0.046, 0.180, 0.102], [-0.285, 0.188, -0.005], [-0.591, -0.333, -2.113], [-0.217, -0.063, 0.565], [0.092, 0.097, 0.020], [0.173, -0.600, -0.118], [-1.592, 1.293, -0.080], [0.725, -1.723, 2.042], [0.220, 0.892, -0.117], [-0.188, -0.166, -0.299], [0.669, -0.102, 0.151], [0.655, -0.113, 0.179], [0.153, -0.040, 0.085], [0.024, 0.090, 0.069], [-0.004, 0.017, 0.056], [0.081, 0.142, -0.003], [0.090, 0.116, -0.130], [0.035, 0.028, -0.018], [-0.006, 0.015, -0.001], [0.042, 0.186, -0.032], [0.112, 0.105, -0.044], [0.047, -0.049, -0.014], [0.105, -0.035, 0.128], [0.098, -0.006, -0.057], [0.106, -0.010, -0.129], [-0.109, -0.080, -0.154], [0.026, -0.035, -0.017], [-0.015, 0.015, 0.043], [-0.209, 0.034, -0.027], [-0.052, 0.098, 0.058]]}